C26H33BrN3O2RuS as an isolated structure in a non-equilibrium geometry. Source: the Open Molecules 2025 dataset; level of theory: ωB97M-V/def2-TZVPD.

Computed properties:
Spin multiplicity: 6
Electronic energy (eV): -119520.31998
Energy above the lowest of the compared OMol25 structures with the same formula, charge and spin (kcal/mol): 0.0
Molecular weight (g/mol): 632.61
F_max (eV Å⁻¹): 1.2
E_HOMO (alpha / beta) (eV): -4.915 / -7.425
Orbital gap (alpha / beta) (eV): 4.96 / 7.09

Each line ends with the Löwdin spin population.
Geometry (Å):
Ru (-0.0883, -0.8220, 0.8653)  3.3488
Br (0.0919, -6.5827, -3.6217)  0.0001
C (0.0998, -5.4223, -2.1105)  0.0038
C (-0.7734, -5.6665, -1.0552)  0.0159
C (-0.7517, -4.8335, 0.0408)  0.0064
C (0.1065, -3.7124, 0.1296)  0.0273
O (0.0964, -2.9804, 1.2093)  0.1636
C (0.9857, -3.4790, -0.9813)  0.0110
C (1.9288, -2.3946, -0.9940)  0.0763
N (1.8382, -1.3732, -0.2087)  0.0744
C (2.7388, -0.3366, -0.1030)  0.0821
C (3.7596, -0.0409, -1.0320)  0.1070
C (4.5906, 1.0432, -0.8372)  0.0346
C (4.4620, 1.8582, 0.2845)  0.1176
C (3.4802, 1.5869, 1.2539)  0.0102
C (3.3084, 2.3487, 2.4344)  0.2048
C (2.3127, 2.0083, 3.3442)  0.0493
C (1.4814, 0.9425, 3.0677)  0.1681
N (1.6032, 0.2024, 1.9418)  0.1922
C (2.5923, 0.4867, 1.0510)  0.0046
C (0.9698, -4.3619, -2.0712)  0.0127
H (-1.4598, -6.5013, -1.0999)  0.0009
H (-1.4034, -5.0172, 0.8864)  -0.0002
H (2.7662, -2.4900, -1.6876)  0.0088
H (3.8828, -0.6611, -1.9106)  0.0088
H (5.3545, 1.2654, -1.5724)  -0.0003
H (5.1256, 2.7014, 0.4311)  0.0050
H (3.9728, 3.1813, 2.6278)  0.0112
H (2.1802, 2.5713, 4.2582)  -0.0012
H (0.6922, 0.6497, 3.7505)  0.0110
H (1.6461, -4.1862, -2.8993)  0.0006
C (-0.0053, 3.2428, -3.8609)  0.0001
C (0.8043, 3.4736, -2.5825)  0.0059
C (1.3207, 2.1913, -1.9369)  0.0263
S (0.0921, 1.2437, -0.9493)  0.0627
O (-1.1574, 1.1603, -1.7558)  0.0068
C (-0.2011, 2.4969, 0.3881)  0.0059
C (-1.6901, 2.6879, 0.6279)  0.0007
C (-2.3407, 1.5695, 1.4431)  0.0080
H (-0.3956, 4.1886, -4.2389)  0.0001
H (-0.8404, 2.5749, -3.6721)  0.0000
H (0.6214, 2.7992, -4.6367)  0.0000
H (0.2059, 4.0459, -1.8703)  0.0004
H (1.6736, 4.0906, -2.8195)  0.0016
H (2.1391, 2.3651, -1.2319)  0.0001
H (1.6705, 1.4867, -2.6930)  0.0012
H (0.2845, 3.4299, 0.1133)  0.0007
H (0.2930, 2.1025, 1.2760)  0.0041
H (-2.1933, 2.7659, -0.3396)  0.0001
H (-1.8427, 3.6279, 1.1593)  0.0000
H (-2.4266, 0.4442, -0.2412)  0.0030
H (-3.3837, 1.8499, 1.6167)  0.0015
H (-1.8460, 1.4845, 2.4141)  0.0014
C (-3.1175, -1.9232, 0.1896)  0.0147
C (-3.1997, -0.7861, 1.2137)  0.0073
C (-2.7851, -1.2725, 2.6046)  0.0163
C (-4.6445, -0.2773, 1.2457)  0.0019
N (-2.2560, 0.2733, 0.7494)  0.0547
H (-3.6742, -2.7947, 0.5300)  0.0007
H (-2.0816, -2.2310, 0.0256)  0.0085
H (-3.5278, -1.6014, -0.7700)  0.0000
H (-3.3907, -2.1287, 2.8993)  0.0010
H (-2.9176, -0.4877, 3.3510)  0.0000
H (-1.7372, -1.5928, 2.6165)  0.0077
H (-5.3261, -1.1237, 1.3326)  0.0007
H (-4.8821, 0.2526, 0.3205)  0.0002
H (-4.8319, 0.3874, 2.0897)  0.0002

Atomic forces in eV per Å
0.5 -0.9 0.6
0.0 0.1 0.1
0.0 -0.1 -0.2
0.1 0.1 0.1
0.0 0.1 0.1
0.3 -0.3 -0.4
-0.4 1.0 -0.1
-0.5 -0.3 0.3
0.3 0.5 0.3
-0.7 -0.5 -0.3
0.7 0.8 0.1
-0.1 -0.2 0.0
0.1 0.0 0.0
-0.1 -0.1 0.0
0.1 0.1 0.0
0.1 0.1 -0.1
-0.3 -0.2 0.0
0.1 0.3 0.4
-0.5 -0.3 -0.4
0.1 -0.2 -0.3
0.0 0.1 0.0
0.0 0.0 0.0
0.0 0.0 0.0
0.1 0.0 0.0
0.0 0.0 0.0
0.0 0.0 0.0
0.0 0.0 0.0
0.0 0.0 0.0
0.0 0.0 0.0
0.0 0.0 0.0
0.0 0.0 0.0
0.1 0.0 0.1
-0.2 -0.1 -0.1
-0.1 -0.3 0.3
0.2 0.9 -0.1
-0.4 0.0 -0.3
0.1 -0.2 -0.2
0.0 -0.3 0.0
0.1 0.2 0.0
0.0 0.0 0.0
-0.1 0.0 0.0
0.0 0.0 0.0
0.0 0.0 0.0
0.0 0.0 0.1
0.0 0.0 0.0
0.0 -0.1 0.1
0.0 0.0 -0.1
0.1 0.1 0.0
-0.1 0.1 0.0
0.0 0.0 0.0
0.1 0.0 -0.1
0.1 0.0 0.0
0.0 0.0 0.0
0.2 0.2 0.0
-0.3 -0.2 0.0
0.1 0.2 -0.2
0.0 0.0 0.0
0.4 -0.4 0.1
0.0 0.0 0.0
0.0 -0.1 0.0
0.0 0.0 0.0
0.0 0.0 0.0
0.0 0.0 0.0
0.0 -0.1 0.0
0.0 0.0 0.0
0.0 0.0 0.0
0.0 0.0 0.0